[1]
{"formula": "C49H41BrIN7O4PbS", "method": "ωB97M-V with the def2-TZVPD basis set", "charge": -2, "e_tot_ev": -164318.1555, "max_force_ha_per_bohr": 0.095, "homo_lumo_gap_ev": 4.29, "species": ["Pb", "C", "C", "N", "C", "C", "C", "O", "C", "C", "N", "C", "C", "C", "C", "C", "C", "I", "C", "O", "H", "H", "H", "H", "H", "H", "H", "H", "H", "H", "H", "H", "Br", "C", "C", "C", "C", "C", "C", "N", "N", "C", "C", "C", "C", "O", "C", "N", "C", "C", "C", "C", "H", "H", "H", "H", "H", "H", "H", "H", "H", "C", "O", "H", "H", "H", "H", "C", "N", "C", "C", "N", "C", "S", "H", "H", "H", "H", "H", "H", "C", "C", "C", "C", "C", "C", "C", "C", "C", "C", "C", "C", "C", "C", "C", "H", "H", "H", "H", "H", "H", "H", "H", "H", "H"], "coordinates": [[1.024, -0.608, -0.175], [4.738, -4.259, 0.350], [3.818, -4.782, -0.711], [4.204, -5.800, -1.423], [3.288, -6.364, -2.224], [2.053, -5.722, -2.509], [0.983, -6.535, -3.114], [-0.257, -6.212, -2.514], [1.809, -4.402, -2.033], [0.528, -3.705, -2.243], [0.067, -2.959, -1.285], [-1.233, -2.726, -0.960], [-2.119, -2.083, -1.879], [-3.469, -1.741, -1.579], [-3.834, -1.836, -0.244], [-3.012, -2.433, 0.729], [-1.714, -2.939, 0.391], [-0.800, -4.365, 1.719], [2.769, -3.835, -1.123], [2.788, -2.623, -0.678], [5.402, -5.043, 0.761], [4.371, -3.699, 1.202], [5.414, -3.570, -0.154], [3.540, -7.381, -2.517], [1.201, -7.604, -2.978], [0.971, -6.293, -4.237], [-0.889, -6.799, -3.006], [-0.127, -3.997, -3.078], [-1.728, -2.161, -2.903], [-4.180, -1.389, -2.345], [-4.832, -1.550, 0.050], [-3.348, -2.481, 1.762], [-4.665, -1.758, 8.919], [-3.379, -0.822, 7.913], [-2.044, -0.708, 8.377], [-1.134, -0.019, 7.667], [-1.482, 0.787, 6.568], [-2.817, 0.687, 6.125], [-3.681, -0.164, 6.715], [-0.609, 1.575, 5.879], [0.641, 1.490, 6.192], [1.480, 1.213, 5.137], [2.242, 0.000, 5.283], [2.739, -0.523, 4.132], [2.735, 0.195, 2.792], [3.373, -0.375, 1.883], [2.002, 1.476, 2.740], [1.931, 2.085, 1.554], [1.192, 3.168, 1.500], [0.582, 3.721, 2.580], [0.735, 3.159, 3.867], [1.423, 1.966, 3.938], [-1.891, -1.139, 9.382], [-0.082, -0.198, 7.846], [-3.201, 1.290, 5.252], [-4.742, -0.246, 6.452], [2.270, -0.453, 6.276], [2.969, -1.593, 4.076], [1.071, 3.676, 0.521], [0.073, 4.648, 2.410], [0.281, 3.557, 4.773], [-1.643, -0.053, 2.261], [-0.435, -0.855, 2.296], [-1.401, 0.954, 2.608], [-2.472, -0.446, 2.812], [-1.926, 0.012, 1.207], [-0.639, -1.758, 2.637], [3.415, 3.356, -3.258], [3.832, 3.149, -1.883], [4.340, 4.163, -1.057], [4.838, 3.566, 0.042], [4.574, 2.198, -0.043], [3.969, 1.902, -1.219], [3.574, 0.350, -1.647], [2.581, 4.016, -3.322], [3.231, 2.374, -3.704], [4.223, 3.766, -3.876], [4.171, 5.196, -1.233], [5.384, 4.028, 0.812], [4.538, 1.529, 0.727], [-0.452, 0.718, -1.135], [-1.172, 1.303, -2.042], [-1.880, 1.920, -3.043], [-1.913, 3.402, -3.207], [-2.400, 4.050, -4.315], [-2.278, 5.477, -4.479], [-1.676, 6.242, -3.512], [-1.039, 5.582, -2.465], [-1.293, 4.247, -2.209], [-2.636, 1.167, -4.018], [-2.151, -0.021, -4.548], [-2.731, -0.698, -5.645], [-3.797, -0.095, -6.325], [-4.346, 1.052, -5.753], [-3.829, 1.638, -4.616], [-2.795, 3.405, -5.080], [-2.697, 5.923, -5.328], [-1.637, 7.330, -3.616], [-0.355, 6.111, -1.797], [-1.044, 3.775, -1.239], [-1.287, -0.435, -4.146], [-2.324, -1.671, -5.939], [-4.184, -0.568, -7.239], [-5.323, 1.411, -6.085], [-4.351, 2.489, -4.187]]}



[2]
{"formula": "C23H51Br2N10O26PSi2", "method": "ωB97M-V with the def2-TZVPD basis set", "e_tot_ev": -257919.0207, "max_force_ha_per_bohr": 0.057, "homo_lumo_gap_ev": 8.56, "species": ["C", "C", "C", "Br", "Si", "C", "C", "O", "Br", "O", "Si", "C", "O", "C", "C", "C", "C", "C", "C", "C", "P", "O", "O", "O", "H", "H", "H", "H", "H", "H", "H", "H", "H", "H", "H", "H", "H", "H", "H", "H", "H", "H", "H", "H", "H", "C", "N", "O", "O", "H", "H", "H", "C", "N", "O", "O", "H", "H", "H", "C", "N", "O", "O", "H", "H", "H", "C", "N", "O", "O", "H", "H", "H", "C", "N", "O", "O", "H", "H", "H", "C", "N", "O", "O", "H", "H", "H", "C", "N", "O", "O", "H", "H", "H", "C", "N", "O", "O", "H", "H", "H", "C", "N", "O", "O", "H", "H", "H", "C", "N", "O", "O", "H", "H", "H"], "coordinates": [[3.135, 0.267, -1.781], [1.926, -0.157, -2.703], [1.509, -1.686, -2.479], [2.964, -2.925, -2.965], [-0.102, -2.008, -3.485], [-0.432, -3.887, -3.632], [-0.727, -4.655, -2.303], [-1.601, -5.460, -2.312], [0.243, -4.450, -0.616], [-1.316, -1.126, -2.679], [-2.905, -1.663, -2.953], [-3.896, -1.190, -1.372], [-4.067, 0.269, -1.282], [-5.409, 0.453, -0.834], [-6.439, 0.537, -1.846], [-7.818, 0.683, -1.367], [-8.047, 0.738, 0.060], [-6.992, 0.681, 1.063], [-5.619, 0.521, 0.596], [-3.804, -0.822, -4.405], [-3.270, 0.913, -4.766], [-1.860, 1.222, -4.435], [-4.361, 2.002, -4.135], [-3.417, 1.102, -6.427], [2.804, 0.546, -0.744], [3.583, 1.206, -2.207], [3.953, -0.490, -1.741], [2.140, -0.053, -3.793], [1.049, 0.454, -2.356], [1.254, -1.756, -1.388], [0.191, -1.480, -4.834], [-1.289, -4.028, -4.346], [0.448, -4.382, -4.131], [-3.053, -3.109, -3.124], [-4.895, -1.695, -1.393], [-3.293, -1.580, -0.508], [-6.251, 0.499, -2.938], [-8.652, 0.723, -2.093], [-9.093, 0.840, 0.413], [-7.211, 0.759, 2.148], [-4.765, 0.455, 1.303], [-3.794, -1.415, -5.363], [-4.893, -0.766, -4.112], [-4.174, 2.146, -3.190], [-4.304, 0.727, -6.610], [-3.978, -0.477, 5.288], [-4.597, -0.616, 3.943], [-3.886, -0.421, 2.975], [-5.772, -0.914, 3.909], [-2.933, -0.210, 5.165], [-4.517, 0.304, 5.818], [-4.075, -1.436, 5.794], [5.938, -1.914, 0.872], [4.919, -0.848, 1.071], [3.747, -1.176, 1.016], [5.327, 0.276, 1.272], [5.428, -2.857, 0.702], [6.536, -1.636, 0.007], [6.545, -1.960, 1.773], [1.748, -3.430, 3.590], [2.900, -3.840, 2.745], [2.668, -4.165, 1.604], [4.001, -3.815, 3.267], [0.840, -3.499, 2.998], [1.708, -4.106, 4.441], [1.925, -2.404, 3.908], [-4.763, 4.574, -0.775], [-6.079, 4.278, -0.150], [-7.048, 4.235, -0.880], [-6.087, 4.099, 1.051], [-4.906, 4.710, -1.843], [-4.380, 5.484, -0.318], [-4.108, 3.728, -0.577], [-6.991, 2.076, -8.990], [-6.996, 0.680, -8.477], [-6.551, 0.492, -7.358], [-7.445, -0.172, -9.210], [-6.565, 2.726, -8.231], [-6.388, 2.090, -9.894], [-8.022, 2.352, -9.199], [6.333, -5.442, 5.612], [6.585, -4.665, 6.855], [6.642, -5.280, 7.899], [6.716, -3.462, 6.733], [6.238, -6.492, 5.870], [5.411, -5.066, 5.172], [7.180, -5.282, 4.948], [6.000, -1.535, -6.048], [6.246, -0.748, -4.810], [6.325, -1.360, -3.765], [6.351, 0.455, -4.938], [5.929, -2.586, -5.784], [5.067, -1.181, -6.481], [6.838, -1.361, -6.719], [6.675, 0.302, 4.789], [8.014, 0.183, 4.152], [8.969, 0.612, 4.766], [8.053, -0.338, 3.054], [6.788, 0.781, 5.756], [6.048, 0.902, 4.132], [6.278, -0.704, 4.902], [3.791, 4.088, 4.740], [3.856, 2.694, 5.255], [4.299, 2.534, 6.379], [3.458, 1.814, 4.512], [4.174, 4.760, 5.500], [4.403, 4.134, 3.841], [2.751, 4.308, 4.518], [0.778, 7.129, 6.081], [1.928, 6.758, 5.213], [1.683, 6.424, 4.071], [3.033, 6.816, 5.713], [-0.138, 7.032, 5.507], [0.776, 6.450, 6.931], [0.927, 8.158, 6.399]]}



[3]
{"formula": "C4H13N3", "method": "ωB97M-V with the def2-TZVPD basis set", "e_tot_ev": -8827.8355, "max_force_ha_per_bohr": 0.010, "smiles": "C/N=C\\N.CNC", "homo_lumo_gap_ev": 9.90, "species": ["C", "N", "C", "N", "H", "H", "H", "H", "H", "H", "C", "N", "C", "H", "H", "H", "H", "H", "H", "H"], "coordinates": [[2.901, 1.676, -2.024], [2.504, 0.280, -2.184], [2.096, -0.344, -1.180], [1.963, 0.221, 0.146], [3.322, 2.035, -2.957], [3.647, 1.795, -1.237], [2.043, 2.291, -1.760], [1.765, -1.377, -1.285], [1.029, -0.025, 0.473], [2.546, -0.312, 0.791], [-2.019, -1.586, 0.491], [-2.891, -0.999, 1.502], [-2.743, 0.453, 1.543], [-2.285, -1.189, -0.491], [-0.960, -1.351, 0.667], [-2.174, -2.663, 0.448], [-2.621, -1.390, 2.397], [-1.690, 0.767, 1.624], [-3.274, 0.852, 2.405], [-3.159, 0.867, 0.629]]}



[4]
{"formula": "C30H28N3OPPtSSbSe4", "method": "ωB97M-V with the def2-TZVPD basis set", "charge": -1, "e_tot_ev": -329381.2385, "max_force_ha_per_bohr": 0.019, "homo_lumo_gap_ev": [5.68, 5.90], "spin_multiplicity": 3, "species": ["Pt", "Se", "Sb", "Se", "Se", "Se", "O", "P", "C", "C", "C", "C", "C", "C", "C", "C", "C", "C", "C", "C", "C", "C", "C", "C", "C", "C", "H", "H", "H", "H", "H", "H", "H", "H", "H", "H", "H", "H", "H", "H", "H", "N", "C", "S", "N", "C", "C", "C", "C", "C", "C", "H", "H", "H", "H", "H", "H", "H", "H", "C", "C", "C", "N", "C", "C", "H", "H", "H", "H", "H"], "coordinates": [[1.060, 0.433, 0.616], [3.747, -2.587, 3.486], [2.516, -0.486, 3.499], [0.145, -0.892, 2.557], [3.387, 0.885, 1.488], [2.464, 0.865, 5.500], [-1.089, 1.030, -0.704], [-2.013, 1.300, 0.454], [-2.834, -0.217, 1.014], [-3.344, -0.447, 2.291], [-3.987, -1.642, 2.576], [-4.114, -2.622, 1.599], [-3.598, -2.404, 0.331], [-2.970, -1.201, 0.037], [-1.298, 2.229, 1.838], [-2.111, 2.570, 2.913], [-1.559, 3.142, 4.051], [-0.199, 3.401, 4.108], [0.605, 3.152, 3.006], [0.066, 2.574, 1.872], [-3.379, 2.379, -0.081], [-4.718, 2.155, 0.226], [-5.689, 3.067, -0.178], [-5.326, 4.202, -0.888], [-3.991, 4.426, -1.207], [-3.021, 3.520, -0.803], [-3.196, 0.278, 3.079], [-4.370, -1.817, 3.574], [-4.598, -3.561, 1.836], [-3.675, -3.174, -0.428], [-2.564, -1.019, -0.950], [-3.179, 2.393, 2.859], [-2.192, 3.370, 4.900], [0.244, 3.795, 5.012], [1.662, 3.381, 3.037], [0.694, 2.473, 0.972], [-5.007, 1.265, 0.772], [-6.730, 2.888, 0.065], [-6.084, 4.912, -1.197], [-3.707, 5.310, -1.765], [-1.978, 3.685, -1.054], [1.714, 0.374, -3.388], [2.404, 0.845, -2.323], [1.865, 2.188, -1.467], [3.557, 0.252, -1.960], [4.235, -0.858, -2.505], [4.247, -1.157, -3.868], [4.932, -2.278, -4.323], [5.629, -3.089, -3.440], [5.665, -2.752, -2.092], [4.975, -1.647, -1.625], [0.772, 0.730, -3.426], [1.847, -0.591, -3.656], [3.858, 0.535, -1.032], [3.770, -0.495, -4.578], [4.929, -2.506, -5.382], [6.155, -3.965, -3.800], [6.230, -3.357, -1.393], [5.001, -1.384, -0.570], [1.314, -4.205, -1.232], [0.423, -3.297, -1.793], [0.431, -1.991, -1.340], [1.276, -1.565, -0.399], [2.113, -2.440, 0.160], [2.157, -3.771, -0.226], [1.343, -5.232, -1.577], [-0.273, -3.591, -2.570], [-0.261, -1.251, -1.724], [2.771, -2.077, 0.943], [2.850, -4.434, 0.276]]}



[5]
{"formula": "C24H38IrN4O2", "method": "ωB97M-V with the def2-TZVPD basis set", "charge": 4, "e_tot_ev": -38358.1311, "max_force_ha_per_bohr": 0.078, "homo_lumo_gap_ev": [7.46, 6.25], "spin_multiplicity": 2, "species": ["Ir", "C", "C", "N", "C", "C", "N", "C", "C", "N", "H", "H", "H", "H", "H", "H", "H", "H", "H", "H", "H", "H", "H", "H", "H", "O", "C", "C", "C", "C", "C", "C", "C", "C", "N", "H", "H", "H", "H", "H", "H", "H", "H", "H", "H", "H", "C", "C", "C", "C", "C", "C", "C", "O", "C", "C", "C", "H", "H", "H", "H", "H", "H", "H", "H", "H", "H", "H", "H"], "coordinates": [[-0.301, -1.817, -0.163], [-0.065, -4.725, 0.261], [-1.447, -4.405, -0.341], [-1.957, -3.093, 0.184], [-2.411, -3.168, 1.620], [-2.069, -1.872, 2.336], [-0.681, -1.430, 2.031], [0.409, -2.047, 2.820], [0.683, -3.450, 2.301], [0.620, -3.477, 0.787], [0.571, -5.183, -0.495], [-0.135, -5.439, 1.078], [-2.169, -5.194, -0.124], [-1.391, -4.317, -1.427], [-2.770, -2.837, -0.373], [-1.946, -4.040, 2.072], [-3.486, -3.344, 1.646], [-2.218, -1.969, 3.414], [-2.731, -1.080, 1.984], [-0.646, -0.424, 2.165], [0.181, -2.063, 3.888], [1.291, -1.421, 2.688], [-0.032, -4.172, 2.682], [1.667, -3.789, 2.623], [1.580, -3.479, 0.449], [-1.219, -0.975, -1.893], [-0.415, -0.389, -2.998], [0.343, -1.439, -3.776], [1.169, -2.353, -2.858], [2.082, -1.564, -1.956], [3.341, -1.171, -2.376], [4.162, -0.435, -1.538], [3.691, -0.094, -0.274], [2.426, -0.488, 0.089], [1.626, -1.217, -0.724], [-1.971, -1.456, -2.270], [0.264, 0.293, -2.489], [-1.109, 0.184, -3.610], [1.004, -0.894, -4.456], [-0.319, -2.035, -4.407], [1.743, -3.072, -3.441], [0.484, -2.959, -2.247], [3.681, -1.467, -3.360], [5.153, -0.141, -1.858], [4.303, 0.464, 0.422], [2.014, -0.235, 1.054], [-0.417, 7.461, 1.271], [-0.470, 6.008, 0.925], [0.068, 5.020, 1.725], [0.021, 3.619, 1.397], [0.622, 2.687, 2.384], [-0.586, 3.194, 0.189], [-0.701, 1.790, -0.223], [-0.281, 0.800, 0.379], [-1.145, 4.172, -0.650], [-1.832, 3.895, -1.945], [-1.081, 5.565, -0.252], [-0.047, 7.618, 2.281], [-1.408, 7.909, 1.185], [0.246, 7.979, 0.573], [0.545, 5.290, 2.660], [1.018, 3.215, 3.246], [1.423, 2.110, 1.915], [-0.130, 1.969, 2.722], [-1.249, 1.630, -1.159], [-1.210, 3.298, -2.615], [-2.091, 4.815, -2.461], [-2.764, 3.345, -1.772], [-1.539, 6.288, -0.919]]}



[6]
{"formula": "C2H10N2O", "method": "ωB97M-V with the def2-TZVPD basis set", "e_tot_ev": -7263.3836, "max_force_ha_per_bohr": 0.029, "smiles": "NCCN.O", "homo_lumo_gap_ev": 9.61, "species": ["N", "C", "C", "N", "H", "H", "H", "H", "H", "H", "H", "H", "O", "H", "H"], "coordinates": [[0.074, 1.799, 0.632], [0.035, 0.368, 0.705], [1.357, -0.329, 0.302], [1.302, -1.745, 0.615], [-0.285, 2.155, -0.241], [1.024, 2.135, 0.688], [-0.161, 0.040, 1.718], [-0.755, -0.073, 0.097], [2.125, 0.131, 0.945], [1.571, -0.179, -0.766], [0.481, -2.121, 1.044], [2.140, -2.180, 0.945], [-2.865, 0.314, -2.029], [-2.844, -0.596, -1.720], [-3.200, 0.281, -2.935]]}